C46H91F4N3O6S3 | wB97M-V/def2-TZVPD

## Properties
- Total energy: -109306.0022 eV
- Max |F|: 0.7 eV/Å
- Kohn-Sham gap: 7.74 eV
- HOMO energy: -8.322 eV

```
! wB97M-V def2-TZVPD RIJCOSX def2/J DEFGRID3
* xyz 0 1
C -4.0699 0.7033 -4.9853
C -3.1332 -0.2207 -5.7596
C -3.2793 -1.6749 -5.3148
C -2.5592 -1.9367 -3.9747
N -3.5076 -2.1566 -2.8725
C -2.9086 -2.0307 -1.5275
C -2.3136 -0.6449 -1.2492
C -0.9117 -0.6757 -0.6124
C 0.0132 0.4941 -1.0334
C 1.3852 0.1026 -1.5058
C 2.5395 0.6530 -1.0394
C 2.4787 1.6855 0.0613
C 2.4761 1.0225 1.4567
C 3.8315 0.2198 -1.5584
C 5.0957 0.8841 -1.0731
F 5.2089 0.7668 0.2844
F 5.0698 2.2208 -1.3646
C 6.4079 0.3351 -1.6606
F 6.5247 0.7260 -2.9536
F 7.4414 0.8683 -0.9700
C 3.9392 -0.7415 -2.4936
C 2.7608 -1.3369 -2.9923
N 2.6908 -2.2931 -3.9203
S 1.1223 -2.5923 -4.1171
N 0.4857 -1.5623 -3.0792
C 1.4984 -0.9108 -2.5002
C -4.0915 -3.4493 -2.9977
S -5.6850 -3.6531 -3.1570
S -2.9685 -4.8428 -3.0219
C -3.7864 -6.0100 -1.9133
C -3.4662 -7.4542 -2.3047
C -3.7460 -7.7937 -3.7664
H -5.1060 0.4959 -5.2528
H -3.8855 1.7511 -5.2273
H -3.9570 0.5861 -3.9081
H -2.1035 0.1135 -5.6046
H -3.3288 -0.1186 -6.8281
H -4.3368 -1.9021 -5.1868
H -2.8525 -2.3313 -6.0730
H -1.9325 -1.0816 -3.7447
H -1.8778 -2.7886 -4.0947
H -2.1692 -2.8087 -1.3111
H -3.7357 -2.1878 -0.8335
H -2.9579 -0.1392 -0.5298
H -2.3175 -0.0139 -2.1358
H -1.0543 -0.5882 0.4662
H -0.4217 -1.6321 -0.7697
H -0.4783 1.0586 -1.8317
H 0.0885 1.1755 -0.1912
H 3.3095 2.3752 -0.0039
H 1.5799 2.2883 -0.0393
H 2.9397 1.6575 2.2072
H 1.4615 0.7592 1.7522
H 3.0361 0.0886 1.4193
H 6.4464 -0.7538 -1.6109
H 4.8759 -1.0713 -2.9161
H -3.4041 -5.8335 -0.9075
H -4.8583 -5.8329 -1.8980
H -4.0629 -8.1283 -1.6889
H -2.4175 -7.6396 -2.0640
H -3.6841 -8.8727 -3.9030
H -4.7483 -7.4659 -4.0402
H -3.0218 -7.3432 -4.4410
C 4.5093 2.6285 7.2981
C 3.9337 1.9070 6.0898
O 3.6811 2.7530 4.9834
C 4.8162 3.4258 4.4655
C 5.9003 2.4969 3.9470
H 3.8656 3.4605 7.5864
H 4.5882 1.9393 8.1400
H 5.5053 3.0300 7.1010
H 2.9650 1.4767 6.3452
H 4.5835 1.0735 5.7978
H 5.2311 4.1153 5.2090
H 4.4377 4.0385 3.6464
H 6.3467 1.9056 4.7486
H 6.6952 3.0810 3.4824
H 5.4971 1.8052 3.2049
C 6.2368 -5.5003 0.6776
C 6.4431 -4.4432 -0.3931
O 5.8236 -3.2020 -0.1034
C 6.2621 -2.5481 1.0758
C 7.7377 -2.1888 1.0631
H 5.1736 -5.6361 0.8793
H 6.6537 -6.4513 0.3454
H 6.7261 -5.2345 1.6157
H 5.9878 -4.7737 -1.3267
H 7.5118 -4.3033 -0.5925
H 6.0111 -3.1341 1.9670
H 5.6673 -1.6350 1.1243
H 8.3883 -3.0644 1.0738
H 7.9873 -1.5822 1.9336
H 7.9671 -1.6199 0.1603
C -3.2301 4.1815 -0.2226
C -4.6043 3.7794 -0.7341
O -5.1197 2.6092 -0.1299
C -5.3183 2.6682 1.2702
C -6.3057 3.7360 1.7102
H -2.5297 3.3504 -0.3240
H -2.8501 5.0316 -0.7904
H -3.2547 4.4721 0.8287
H -4.5384 3.5487 -1.7984
H -5.3136 4.6087 -0.6319
H -4.3618 2.7929 1.7918
H -5.6985 1.6832 1.5422
H -5.9382 4.7430 1.5076
H -6.4839 3.6585 2.7832
H -7.2550 3.6146 1.1874
C -9.3811 -10.0186 -2.2573
C -7.9100 -10.3838 -2.3602
O -7.0476 -9.2698 -2.5015
C -7.0672 -8.3334 -1.4415
C -6.6528 -8.9101 -0.0977
H -9.6810 -9.4022 -3.1055
H -9.9891 -10.9238 -2.2507
H -9.6032 -9.4648 -1.3441
H -7.7436 -10.9829 -3.2555
H -7.6076 -10.9999 -1.5054
H -8.0478 -7.8501 -1.3654
H -6.3604 -7.5568 -1.7353
H -7.3658 -9.6505 0.2675
H -6.5913 -8.1151 0.6463
H -5.6782 -9.3954 -0.1742
C -3.9278 7.5816 -2.4617
C -5.3895 7.1870 -2.5901
O -6.2404 7.8212 -1.6539
C -6.2890 9.2345 -1.7191
C -6.7828 9.7772 -3.0495
H -3.5792 7.4193 -1.4404
H -3.3172 6.9844 -3.1401
H -3.7636 8.6318 -2.7066
H -5.4936 6.1198 -2.3948
H -5.7455 7.3546 -3.6130
H -5.3134 9.6667 -1.4680
H -6.9761 9.5294 -0.9259
H -6.0926 9.5544 -3.8644
H -6.8883 10.8609 -2.9931
H -7.7513 9.3436 -3.3017
C 9.0512 6.4476 7.9978
C 7.8666 5.5144 7.8150
O 7.6072 5.1686 6.4663
C 8.6494 4.4923 5.7867
C 9.0278 3.1598 6.4114
H 8.9296 7.3422 7.3860
H 9.1301 6.7473 9.0432
H 9.9932 5.9740 7.7179
H 6.9566 6.0061 8.1590
H 7.9908 4.6133 8.4269
H 9.5325 5.1330 5.6847
H 8.2677 4.3230 4.7798
H 9.4721 3.2823 7.4001
H 9.7557 2.6462 5.7827
H 8.1462 2.5250 6.5169
*
```